No. 1
Density functional theory data (ωB97M-V/def2-TZVPD) for 2 unconnected molecules or ions with the total composition C26H52BF9N2OP in a non-equilibrium geometry.

```
92
C26H52BF9N2OP (ωB97M-V/def2-TZVPD)
C -1.059 0.869 5.859
C -2.155 1.652 5.126
C -3.309 0.775 4.604
C -3.243 0.432 3.111
C -2.006 -0.385 2.623
C -2.468 -1.642 1.870
C -1.557 -2.208 0.730
C -1.035 -3.614 1.059
C 0.391 -3.982 0.599
C 0.588 -3.840 -0.933
C 2.015 -4.148 -1.458
C 2.964 -2.987 -1.873
C 2.978 -1.703 -1.062
C 2.022 -0.629 -1.634
C 2.627 0.772 -1.680
N 2.356 1.502 -0.435
C 3.473 1.591 0.405
F 4.511 2.156 -0.252
F 3.934 0.378 0.849
C 3.157 2.446 1.674
F 3.544 1.810 2.791
F 1.852 2.721 1.752
F 3.829 3.624 1.610
C 2.231 1.585 -2.980
C 3.290 1.250 -4.056
N 3.241 -0.156 -4.456
O 1.026 1.144 -3.576
C -0.218 1.679 -3.157
C -0.690 1.335 -1.764
C -2.189 1.736 -1.627
C -3.049 0.591 -1.123
C -3.225 -0.519 -2.167
P 2.348 3.464 -2.879
C 4.088 3.915 -2.492
C 1.370 4.197 -1.517
H -0.251 0.584 5.200
H -0.635 1.430 6.687
H -1.473 -0.054 6.259
H -2.527 2.454 5.758
H -1.706 2.127 4.264
H -3.327 -0.134 5.197
H -4.221 1.350 4.743
H -3.295 1.344 2.517
H -4.122 -0.174 2.903
H -1.393 0.228 1.959
H -1.349 -0.679 3.439
H -2.626 -2.418 2.613
H -3.440 -1.408 1.447
H -2.181 -2.281 -0.155
H -0.738 -1.531 0.492
H -1.092 -3.707 2.142
H -1.715 -4.359 0.650
H 1.124 -3.402 1.162
H 0.563 -5.029 0.853
H -0.087 -4.573 -1.378
H 0.228 -2.869 -1.266
H 2.542 -4.771 -0.737
H 1.884 -4.743 -2.360
H 2.770 -2.771 -2.921
H 3.972 -3.400 -1.819
H 2.679 -1.953 -0.047
H 4.001 -1.343 -1.032
H 1.716 -0.944 -2.620
H 1.136 -0.649 -1.004
H 3.703 0.640 -1.727
H 1.625 1.014 0.074
H 4.287 1.484 -3.702
H 3.080 1.913 -4.898
H 2.594 -0.291 -5.218
H 4.153 -0.430 -4.795
H -0.269 2.755 -3.335
H -0.951 1.242 -3.833
H -0.151 1.886 -1.001
H -0.633 0.263 -1.609
H -2.275 2.579 -0.944
H -2.572 2.075 -2.590
H -2.632 0.158 -0.223
H -4.035 0.977 -0.873
H -4.175 -1.018 -1.995
H -3.266 -0.113 -3.177
H -2.442 -1.269 -2.119
H 4.769 3.074 -2.431
H 4.111 4.387 -1.510
H 4.445 4.645 -3.207
H 1.690 3.921 -0.516
H 1.490 5.274 -1.612
H 0.312 3.981 -1.602
B -6.192 -2.261 3.275
F -5.721 -1.557 2.139
F -7.509 -1.866 3.559
F -6.151 -3.642 3.017
F -5.356 -1.959 4.369
```

The calculation puts the molar mass at 621.5 g/mol. Its LUMO energy is 0.0759 Ha. The gap between HOMO and LUMO is 8.5 eV. The total energy is -2471.91493 Ha. The spin multiplicity is 1. The charge is -1.

Charges in e, computed with Mulliken, in the same order as the atoms:
1. C -1.1726
2. C -0.4029
3. C -0.7066
4. C -0.8227
5. C 0.4639
6. C -1.4268
7. C 1.2756
8. C -1.1454
9. C -0.7020
10. C 0.1372
11. C -0.9717
12. C -1.2694
13. C -0.4247
14. C 0.5800
15. C -1.2135
16. N 0.3615
17. C 0.7279
18. F -0.2800
19. F -0.3654
20. C 0.7408
21. F -0.2728
22. F -0.2233
23. F -0.2781
24. C 0.7543
25. C -1.9859
26. N -0.3115
27. O -0.4571
28. C -1.5030
29. C 2.1557
30. C -1.3365
31. C 0.2916
32. C -1.3548
33. P -0.2396
34. C -1.1008
35. C -0.7499
36. H 0.2358
37. H 0.3456
38. H 0.3205
39. H 0.4389
40. H 0.2141
41. H 0.3143
42. H 0.3875
43. H 0.3925
44. H 0.1096
45. H -0.2248
46. H 0.3529
47. H 0.6329
48. H 0.2638
49. H 0.0995
50. H -0.7849
51. H 0.4894
52. H 0.2758
53. H 0.2856
54. H 0.4016
55. H 0.5812
56. H -0.3881
57. H 0.3406
58. H 0.3465
59. H 0.3780
60. H 0.3400
61. H 0.3127
62. H 0.6383
63. H 0.9637
64. H -1.6399
65. H 1.4164
66. H -0.0069
67. H 0.6532
68. H 0.4412
69. H 0.2354
70. H 0.2307
71. H 0.3094
72. H 0.5804
73. H -0.0032
74. H -0.9136
75. H 0.4140
76. H 0.4460
77. H -0.3549
78. H 0.5363
79. H 0.3934
80. H 0.3939
81. H 0.1939
82. H 0.2918
83. H 0.3699
84. H 0.4443
85. H 0.0670
86. H 0.4654
87. H 0.2422
88. B 0.5208
89. F -0.3748
90. F -0.3871
91. F -0.3970
92. F -0.4030

---

No. 2
Density functional theory data (ωB97M-V/def2-TZVPD) for a molecular structure, C26H52BaN7O4P.

```
91
C26H52BaN7O4P (ωB97M-V/def2-TZVPD)
Ba -0.843 0.812 0.305
C 4.174 -0.823 -1.944
C 2.771 -0.978 -1.357
C 2.774 -1.803 -0.059
C 1.791 -2.977 -0.057
C 2.106 -3.975 -1.167
C 1.780 -3.657 1.305
N 0.388 -2.379 -0.264
C -0.662 -3.342 -0.720
C -2.052 -2.999 -0.213
N -2.596 -1.644 -0.423
C -3.564 -1.422 0.708
C -2.784 -0.501 1.629
O -1.683 -0.937 2.074
O -3.069 0.723 1.588
C -3.271 -1.426 -1.733
C -3.686 0.036 -1.883
C -2.502 -1.945 -2.959
C -1.344 -1.183 -3.671
C -0.551 -2.241 -4.444
C -1.919 -0.186 -4.688
N -0.422 -0.472 -2.707
C 0.814 0.037 -3.348
C 1.641 0.922 -2.427
N 2.039 0.298 -1.154
C 2.839 1.234 -0.339
C 1.978 2.060 0.607
O 1.023 2.698 0.122
O 1.247 0.427 1.770
H 4.570 -1.803 -2.214
H 4.868 -0.378 -1.229
H 4.175 -0.212 -2.846
H 2.187 -1.527 -2.097
H 2.546 -1.158 0.792
H 3.762 -2.233 0.114
H 3.154 -4.258 -1.077
H 1.960 -3.565 -2.167
H 1.520 -4.889 -1.083
H 2.762 -4.089 1.498
H 1.053 -4.469 1.355
H 1.564 -2.939 2.100
H 0.114 -1.962 0.635
H 0.425 -1.627 -0.974
H -0.419 -4.320 -0.312
H -0.571 -3.397 -1.798
H -2.006 -3.139 0.866
H -2.739 -3.764 -0.601
H -3.840 -2.366 1.178
H -4.471 -0.935 0.370
H -4.197 -2.021 -1.720
H -2.825 0.701 -2.005
H -4.263 0.404 -1.037
H -4.301 0.159 -2.774
H -3.263 -2.070 -3.733
H -2.182 -2.966 -2.755
H -1.245 -2.881 -4.989
H 0.032 -2.879 -3.773
H 0.125 -1.803 -5.176
H -2.590 -0.696 -5.378
H -1.134 0.267 -5.292
H -2.484 0.615 -4.210
H -0.935 0.377 -2.474
H 0.598 0.638 -4.236
H 1.400 -0.811 -3.697
H 1.085 1.831 -2.181
H 2.518 1.257 -2.999
H 3.415 1.920 -0.974
H 3.560 0.666 0.250
C 2.896 4.095 4.184
N 1.413 3.675 4.265
C 1.269 2.703 5.458
N 2.165 1.619 5.329
C 3.540 2.091 5.269
N 3.751 2.964 4.117
C 3.703 2.261 2.828
P 1.987 1.605 2.479
C 0.956 3.071 2.974
C 1.836 0.772 4.169
H 3.088 4.672 5.089
H 2.997 4.732 3.306
H 0.857 4.508 4.461
H 0.231 2.373 5.465
H 1.483 3.296 6.348
H 4.213 1.238 5.199
H 3.773 2.645 6.180
H 4.440 1.454 2.852
H 3.997 2.952 2.034
H -0.073 2.710 3.103
H 0.963 3.848 2.210
H 2.489 -0.105 4.191
H 0.816 0.398 4.282
```

The calculation puts the molar mass at 695.0 g/mol. Its LUMO energy is -0.1611 Ha. The gap between HOMO and LUMO is 8.6 eV. As for the energy relative to the best compared isomer or geometry (same formula, charge and spin): 38.01 kcal per mole. The total energy is -2072.57911 Ha. The spin multiplicity is 1. The charge is +2.

Charges in e, computed with Mulliken, in the same order as the atoms:
1. Ba 1.7192
2. C -1.6710
3. C 0.4650
4. C -0.0608
5. C 1.0562
6. C -1.7122
7. C -1.6546
8. N 2.0718
9. C -0.7505
10. C -2.1630
11. N 0.9444
12. C -0.5123
13. C -0.0392
14. O -0.4397
15. O -0.6495
16. C -0.0990
17. C -1.5034
18. C -2.3157
19. C 1.5475
20. C -2.0197
21. C -1.6275
22. N 0.1296
23. C -1.2925
24. C -1.4518
25. N 1.6763
26. C -1.1077
27. C -0.4710
28. O -0.6615
29. O -1.1741
30. H 0.4770
31. H 0.3330
32. H 0.3368
33. H -0.5817
34. H -0.6153
35. H 0.6635
36. H 0.4703
37. H 0.2437
38. H 0.4579
39. H 0.4987
40. H 0.3772
41. H 0.2877
42. H 0.3409
43. H -1.0499
44. H 0.8213
45. H 0.2555
46. H 0.8395
47. H 0.1409
48. H 0.4935
49. H 0.4739
50. H 0.5185
51. H 0.2684
52. H 0.4250
53. H 0.4534
54. H 0.7241
55. H 0.6397
56. H 0.4098
57. H 0.3810
58. H 0.4549
59. H 0.4872
60. H 0.4419
61. H 0.3583
62. H 0.3239
63. H 0.4547
64. H 0.6698
65. H 0.5283
66. H 0.4178
67. H 0.5710
68. H 0.6003
69. C -0.6993
70. N 0.1302
71. C -0.7338
72. N 0.1970
73. C -0.8501
74. N 0.1991
75. C -1.3596
76. P 2.3257
77. C -1.5213
78. C -1.4854
79. H 0.3590
80. H 0.3713
81. H 0.3659
82. H 0.3933
83. H 0.3604
84. H 0.3720
85. H 0.3078
86. H 0.3513
87. H 0.5108
88. H 0.4244
89. H 0.4027
90. H 0.4476
91. H 0.5052